Entry 1:
69
Properties=species:S:1:pos:R:3:lowdin_charge:R:1 method="wB97M-V/def2-TZVPD" de_lowest_kj_mol=86.25 homo_energy_ha=-0.33992 charge=0 smiles=CC(C)O.CC(C)O.CC(C)O.CC(C)O.O.O.O.O.O.O.O gap_ev=9.53 energy_ev=-35712.5382
O -0.58 -0.72 0.72 -0.051
H -0.90 -0.87 1.61 0.029
H -0.03 0.06 0.78 0.001
O 2.04 -2.02 3.08 -0.039
H 1.60 -2.24 2.26 -0.011
H 1.33 -1.74 3.66 0.006
O 1.04 1.26 1.38 -0.039
H 1.40 1.86 0.74 0.018
H 1.78 1.04 1.95 0.081
O -1.43 2.66 1.36 -0.052
H -1.13 3.50 1.02 0.027
H -0.62 2.21 1.60 -0.020
O 1.16 -2.71 0.29 -0.058
H 1.18 -2.96 -0.63 0.055
H 0.43 -2.10 0.36 -0.017
O -0.47 -1.69 -2.03 -0.045
H -0.94 -2.46 -1.70 0.041
H -0.54 -1.05 -1.32 -0.015
O -0.94 -1.38 3.71 -0.038
H -1.08 -0.61 4.27 0.058
H -1.82 -1.66 3.47 -0.008
C 5.89 -2.13 0.27 -0.064
C 4.50 -1.78 0.78 -0.473
C 3.64 -0.95 -0.23 -0.049
O 3.83 -3.01 1.00 -0.062
H 5.86 -2.48 -0.77 0.077
H 6.33 -2.98 0.79 0.077
H 6.55 -1.27 0.40 0.073
H 4.65 -1.31 1.74 0.126
H 3.26 -1.53 -1.08 0.083
H 4.22 -0.16 -0.71 0.064
H 2.77 -0.54 0.28 0.049
H 2.90 -2.83 0.86 0.007
C 3.33 3.99 -2.11 -0.067
C 2.11 3.43 -1.57 -0.516
C 1.71 2.06 -2.13 -0.025
O 2.47 3.22 -0.24 -0.066
H 4.10 3.22 -2.03 0.092
H 3.69 4.90 -1.63 0.096
H 3.15 4.18 -3.17 0.094
H 1.24 4.08 -1.63 0.147
H 1.05 1.64 -1.36 0.062
H 2.52 1.32 -2.07 0.076
H 1.19 2.07 -3.08 0.088
H 3.30 2.75 -0.20 0.098
C -2.81 0.57 -2.30 -0.052
C -3.38 2.00 -2.42 -0.470
C -2.25 3.03 -2.79 -0.049
O -4.36 2.03 -3.43 -0.051
H -3.52 -0.22 -2.07 0.075
H -2.06 0.44 -1.52 0.048
H -2.30 0.24 -3.20 0.079
H -3.86 2.28 -1.48 0.129
H -2.59 4.03 -3.04 0.069
H -1.80 2.69 -3.72 0.076
H -1.54 3.11 -1.96 0.058
H -4.90 2.80 -3.27 0.088
C -3.27 -3.15 1.60 -0.045
C -3.95 -1.80 1.83 -0.509
C -5.42 -1.92 1.74 -0.061
O -3.60 -1.24 3.07 -0.056
H -3.61 -3.96 2.24 0.086
H -2.18 -3.19 1.59 0.071
H -3.46 -3.37 0.55 0.084
H -3.56 -1.13 1.07 0.140
H -5.73 -2.07 0.70 0.088
H -5.84 -0.95 1.99 0.092
H -5.83 -2.76 2.31 0.091
H -3.90 -1.74 3.83 0.108



Entry 2:
14
Properties=species:S:1:pos:R:3:lowdin_charge:R:1 method="wB97M-V/def2-TZVPD" de_lowest_kj_mol=0.00 homo_energy_ha=-0.41272 charge=0 gap_ev=10.03 energy_ev=-67845.2719
C 0.26 -0.62 -1.08 -0.856
C -0.06 1.10 0.10 -0.870
O -2.29 -0.94 -1.49 -0.241
O -1.52 -1.85 0.71 -0.194
O 0.71 2.18 2.48 -0.219
O 2.41 1.32 1.07 -0.234
F 1.29 -1.21 -0.49 0.007
F -1.33 1.05 0.43 0.009
F -0.93 -2.87 -1.43 -0.181
F 0.77 -0.24 2.22 -0.164
S -1.30 -1.49 -0.64 0.668
S 1.09 1.21 1.53 0.602
Cl 0.60 -0.16 -2.66 0.849
Cl 0.30 2.51 -0.75 0.826



Entry 3:
11
Properties=species:S:1:pos:R:3:lowdin_charge:R:1 method="wB97M-V/def2-TZVPD" de_lowest_kj_mol=1103.75 homo_energy_ha=-0.31001 charge=0 gap_ev=8.57 energy_ev=-10240.8255
C -0.35 -0.08 -0.07 -0.457
C -1.72 -0.49 -0.26 -0.051
C -2.90 -1.03 -0.05 0.118
H 2.12 1.71 -0.58 0.297
H 0.21 0.16 -2.25 0.232
H 1.43 0.30 2.23 0.130
H -3.82 -1.73 -0.04 0.064
N 0.25 0.58 -1.10 -0.016
N 0.22 -0.05 1.13 0.010
O 1.81 0.43 -0.90 -0.221
O 1.52 0.26 1.24 -0.108